one) The following is a DFT calculation (ωB97M-V with the def2-TZVPD basis set) of one molecule with the formula C4H6Br2O.

Each line ends with the Mulliken charge.
Cartesian coordinates (Å):
C1 1.1430 -1.0946 -0.3762  -1.0892
C2 -0.3830 -0.7678 -0.5428  0.1624
Br1 -1.4237 -1.8104 0.8491  -0.0775
Br2 -1.1728 -1.0044 -2.2913  -0.0610
C3 -0.6001 0.7465 -0.2085  0.0224
C4 -0.2397 1.3776 1.0428  -0.4600
O1 0.3567 1.8433 -0.2208  -0.4357
H1 1.1676 -1.1344 0.7638  0.3157
H2 1.6953 -0.3193 -0.8775  0.3269
H3 1.1045 -2.0677 -0.7457  0.4549
H4 -1.4731 1.2414 -0.7119  0.3845
H5 -0.7945 2.0267 1.6372  0.3067
H6 0.6198 0.9631 1.6818  0.1499

Output
* spin multiplicity: 1
* lowest unoccupied orbital energy: 0.230 eV
* gap between HOMO and LUMO: 10.6 eV

---

two) The following is a DFT calculation (ωB97M-V with the def2-TZVPD basis set) of a 2-piece molecular cluster, C4H6Br2O overall.

Each line ends with the Mulliken charge.
Cartesian coordinates (Å):
C1 -1.2494 -1.7279 0.2084  0.2515
C2 0.8253 0.0223 -1.2710  -1.1511
C3 0.5106 1.0329 1.0246  -0.6620
C4 -0.1156 0.3535 -0.0960  0.0836
O1 -0.5845 -2.6531 -0.0861  -0.3534
Br1 -0.5996 0.4747 2.6202  -0.1784
Br2 -1.6435 1.3925 -0.6832  -0.0970
H1 -2.3118 -1.5320 0.4167  0.3568
H2 1.6920 0.6897 -1.1756  0.3454
H3 1.2478 -0.9973 -1.1493  0.2846
H4 0.2536 -0.0382 -2.2183  0.3517
H5 0.3846 2.2191 1.0284  0.3850
H6 1.5906 0.7638 1.3812  0.3833

Output
* spin multiplicity: 1
* lowest unoccupied orbital energy (spin up / spin down): -0.070 / -0.075 eV
* gap between HOMO and LUMO (spin up / spin down): 8.2 / 8.2 eV

---

The computed energies, referenced to the most stable structure and given in kJ/mol, are one) 0.0; two) 106.0.

---

one) The following is a DFT calculation (ωB97M-V with the def2-TZVPD basis set) of one molecule with the formula C4H6ClNOS.

Each line ends with the Mulliken charge.
Cartesian coordinates (Å):
C1 -1.8896 -1.2899 0.2022  -0.5521
C2 -2.8116 -0.3860 -0.0936  0.2998
C3 -0.4950 -0.7728 0.1251  -0.2599
C4 0.5504 1.4149 -0.3629  -0.8958
N1 -0.5813 0.5304 -0.4977  -0.0259
O1 -2.4268 2.1406 0.9746  -0.6057
S1 -2.1110 1.2283 -0.4695  0.2407
Cl1 -4.4968 -0.5477 -0.1080  -0.1610
H1 -2.0882 -2.3071 0.4872  0.3947
H2 -0.0511 -0.7287 1.1306  0.2755
H3 0.1361 -1.4244 -0.4932  0.3122
H4 0.3986 2.2732 -1.0165  0.2939
H5 0.6686 1.7782 0.6642  0.3477
H6 1.4559 0.8886 -0.6674  0.3357

Output
* spin multiplicity: 1
* lowest unoccupied orbital energy: 0.567 eV
* gap between HOMO and LUMO: 9.7 eV

---

two) The following is a DFT calculation (ωB97M-V with the def2-TZVPD basis set) of one molecule with the formula C4H6ClNOS.

Each line ends with the Mulliken charge.
Cartesian coordinates (Å):
C1 -3.1754 -0.8456 -0.6968  -0.2005
N1 -2.3554 -0.2039 -0.0176  -0.3102
S1 -0.8843 -0.9744 0.5343  0.0842
C2 0.0455 0.4538 1.2140  -0.4497
O1 0.6331 1.2112 0.1923  -0.3004
C3 1.8281 1.0137 -0.4462  0.0341
C4 2.7434 0.0026 -0.4645  -0.2417
Cl1 2.3764 -1.7433 0.1566  -0.1889
H1 -4.2068 -0.4983 -1.0124  0.2547
H2 -2.7195 -1.8274 -1.1877  0.1490
H3 -0.9300 1.1335 1.5520  0.2424
H4 0.7280 0.2730 2.2144  0.3237
H5 2.0332 1.8486 -1.0582  0.3464
H6 3.8836 0.1565 -0.9801  0.2570

Output
* spin multiplicity: 1
* lowest unoccupied orbital energy: 0.881 eV
* gap between HOMO and LUMO: 9.8 eV

---

The computed energies, referenced to the most stable structure and given in kJ/mol, are one) 0.0; two) 149.8.

---

one) The following is a DFT calculation (ωB97M-V with the def2-TZVPD basis set) of C4H6ClNOS as an isolated structure.

Each line ends with the Mulliken charge.
Cartesian coordinates (Å):
C1 2.4286 0.2728 0.3466  -0.6026
C2 0.0205 1.1130 -0.0143  -0.0808
C3 -1.2516 0.7229 -0.1534  0.3337
C4 -1.9441 -0.5076 -0.3165  0.1335
H1 3.2897 0.3441 -0.8485  0.2482
H2 2.5745 -0.9834 0.9315  0.2379
H3 2.3904 1.2297 1.2160  0.2608
H4 0.3633 2.1077 0.5471  0.1876
H5 -1.4872 -2.7573 -0.1023  0.3217
H6 -0.2264 -1.4729 -0.8386  0.3312
N1 -1.2306 -1.7124 -0.7609  -0.5826
O1 1.0389 0.1391 -0.1822  -0.2884
S1 -3.4526 -0.6572 0.4305  -0.2786
Cl1 -2.5133 2.1613 -0.2549  -0.2215

Output
* spin multiplicity: 1
* lowest unoccupied orbital energy: -0.671 eV
* gap between HOMO and LUMO: 7.6 eV

---

two) The following is a DFT calculation (ωB97M-V with the def2-TZVPD basis set) of a 2-piece molecular cluster, C4H6ClNOS overall.

Each line ends with the Mulliken charge.
Cartesian coordinates (Å):
C1 0.3180 -1.6208 -0.4336  0.0890
C2 -1.0595 0.3749 1.3273  -0.8859
C3 -0.9686 0.4953 -0.1984  -0.6674
C4 0.2132 -0.2433 -0.7095  0.0607
N1 0.4297 -2.6952 -0.1371  -0.3840
O1 2.3826 1.0329 -1.6219  -0.4780
S1 1.6957 0.8495 -0.3649  0.5712
Cl1 2.9414 -0.4796 0.7557  -0.2064
H1 -1.0832 -0.6928 1.7085  0.3013
H2 -0.0553 0.7764 1.6522  0.2596
H3 -1.9992 0.8763 1.5068  0.3361
H4 -1.1553 1.5994 -0.5485  0.3411
H5 -1.9066 0.1385 -0.7288  0.3442
H6 0.2472 -0.4113 -2.2077  0.3185

Output
* spin multiplicity: 1
* lowest unoccupied orbital energy: -0.474 eV
* gap between HOMO and LUMO: 9.9 eV

---

The computed energies, referenced to the most stable structure and given in kJ/mol, are one) 302.0; two) 0.0.

---

one) The following is a DFT calculation (ωB97M-V with the def2-TZVPD basis set) of a 2-piece molecular cluster, C10H11F2N2S overall.

Each line ends with the Mulliken charge.
Cartesian coordinates (Å):
C1 0.8898 -1.5698 -0.6402  -0.4495
C2 2.2426 -1.6944 -0.7932  -1.0708
C3 0.9978 0.6261 0.2635  -0.3635
C4 0.2346 -0.4194 -0.2095  0.4035
C5 2.3907 0.5088 0.2949  0.2648
C6 2.9884 -0.6354 -0.2181  0.7856
C7 -3.2249 0.6070 -0.3613  0.4553
C8 -2.0973 -1.6676 -0.1905  -0.8123
C9 -1.2369 -0.4219 -0.0378  0.8612
C10 3.3072 1.4909 0.9204  -1.6220
N1 -1.8693 0.7162 -0.3463  -0.1552
N2 -4.0479 1.5907 -0.5633  -0.3693
F1 4.2919 -0.7165 -0.0716  -0.2823
F2 -1.4238 -0.2003 2.0178  -0.5916
S1 -3.7850 -0.9520 -0.0351  -0.0803
H1 0.1880 -2.2322 -1.1070  0.2468
H2 2.7373 -2.5399 -1.2029  0.4871
H3 0.6188 1.4664 0.8794  0.3359
H4 -1.9904 -2.2722 -1.1009  0.5062
H5 -1.7923 -2.2734 0.6431  0.4963
H6 3.6923 1.0504 1.9088  0.3137
H7 4.2429 1.6354 0.4344  0.3783
H8 2.9429 2.4567 1.1701  0.4387
H9 -1.3747 1.4794 -0.7410  0.2851
H10 -3.8400 2.5009 -0.2237  0.2542
H11 -5.0828 1.4663 -0.6899  0.2837

Output
* charge: +1
* spin multiplicity: 1
* lowest unoccupied orbital energy: -4.756 eV
* gap between HOMO and LUMO: 7.8 eV

---

two) The following is a DFT calculation (ωB97M-V with the def2-TZVPD basis set) of an isolated ion of composition C10H11F2N2S and charge +1.

Each line ends with the Mulliken charge.
Cartesian coordinates (Å):
C1 -1.3918 -1.7646 -0.5005  -0.9649
C2 -2.6485 -1.2132 -0.7078  -0.7863
C3 -0.8350 0.1578 0.8606  -0.3639
C4 -0.4548 -1.0640 0.3395  0.9911
C5 -2.0641 0.7504 0.4618  0.0458
C6 -2.8628 0.0758 -0.3613  0.9406
C7 2.7570 0.3279 -0.8948  0.6940
C8 1.7274 -0.9436 1.4112  -0.8249
C9 0.7959 -1.6864 0.5856  0.5591
C10 -2.3898 2.1924 0.8402  -1.5874
N1 2.0140 -0.4448 -1.5028  -0.4935
N2 3.7112 1.1260 -1.2912  -0.3853
F1 -3.9255 0.7789 -0.7583  -0.2753
F2 1.1457 -2.7964 0.0435  -0.2427
S1 2.2998 0.7015 0.8132  -0.2290
H1 -1.2693 -2.6904 -0.9632  0.4877
H2 -3.2390 -1.5728 -1.4704  0.4484
H3 -0.1943 0.8176 1.4534  0.2833
H4 1.2967 -0.7038 2.4292  0.4733
H5 2.5720 -1.5712 1.6108  0.5319
H6 -1.4850 2.7314 0.8478  0.4315
H7 -3.2232 2.4449 0.1788  0.3640
H8 -2.8171 2.3167 1.8731  0.3126
H9 2.3340 -0.8411 -2.3417  0.1845
H10 4.0552 0.9996 -2.2061  0.2148
H11 4.0914 1.8714 -0.7508  0.1906

Output
* charge: +1
* spin multiplicity: 1
* lowest unoccupied orbital energy: -5.728 eV
* gap between HOMO and LUMO: 7.3 eV

---

The computed energies, referenced to the most stable structure and given in kJ/mol, are one) 0.0; two) 58.5.